ORCA calculation (ωB97M-V/def2-TZVPD) on a single C19H17N3O2 molecule.

Structure (XYZ):
```
41
Properties=species:S:1:pos:R:3:mulliken_charge:R:1
H -6.97 2.06 0.05 0.3875
C -2.60 1.96 1.41 -0.9212
H -0.12 -0.02 0.29 0.2577
H 6.32 0.22 1.38 0.4230
H -6.59 0.29 -1.62 0.3849
H 6.12 2.81 -2.04 0.4537
C -0.70 -2.84 -0.21 0.5102
C 6.74 1.73 -0.19 -0.4230
C 6.01 0.74 0.50 -0.5555
H 0.41 -3.44 1.39 0.2615
C -5.99 1.63 -0.05 -0.5166
H -0.53 1.76 1.88 0.3969
C -3.66 1.50 0.61 0.9381
H -0.70 -2.48 -2.31 0.4010
N 0.41 -2.82 0.58 -0.2394
H 2.44 -2.70 2.04 0.3032
O -1.62 -3.58 0.05 -0.6711
C -1.35 1.41 1.27 -0.9670
H 4.36 -1.27 1.75 0.2637
C 4.83 0.57 -0.20 0.3027
C 2.44 -2.02 1.18 -0.1451
N -1.90 -1.08 -1.41 -0.1936
C 3.58 -1.17 1.01 -0.3927
N 1.45 -2.00 0.37 -0.0324
H 0.18 -1.25 -1.38 0.3099
H -5.11 2.84 1.46 0.3719
C -3.44 0.47 -0.34 1.1713
C -0.71 -1.88 -1.40 -0.7338
H -2.73 -1.62 -1.63 0.2301
C -1.12 0.39 0.35 -0.2314
C 3.71 -0.29 0.01 -0.1603
C -2.13 -0.10 -0.45 0.2576
O 4.82 1.40 -1.26 -0.3262
H -2.78 2.74 2.13 0.3624
C -4.95 2.06 0.73 -0.7812
C -5.77 0.62 -1.00 -0.7521
H -4.39 -0.70 -1.90 0.2862
C -4.53 0.06 -1.14 -0.6656
H 7.71 2.11 0.06 0.4399
H 2.91 -0.20 -0.72 0.4445
C 5.96 2.09 -1.25 -0.4500
```

Values from the calculation:
LUMO level: -0.42 eV
Kohn-Sham gap: 6.98 eV
2S+1: 1
ΔE to the lowest compared entry with this formula, charge and spin: 3.335 eV